Here is a structure of composition C38H30N9O2Pb from the OMol25 dataset. Energies are from ωB97M-V with the def2-TZVPD basis set.

Its HOMO energy is -15.356 eV. Its LUMO energy is -9.325 eV. Its HOMO-LUMO gap is 6.031 eV. As for the charge: +3.

Last column: Löwdin charge in e.
Element x y z (Å)
Pb -1.025 -0.193 1.057  1.431
N 0.299 4.411 1.718  0.151
C -0.191 3.290 1.215  -0.147
N -0.358 2.182 1.887  0.011
C -0.002 2.160 3.238  -0.278
N -0.304 1.171 4.017  0.085
N -0.977 0.133 3.422  -0.127
C -1.706 -0.586 4.180  -0.035
C -2.433 -1.738 3.626  -0.268
C -3.284 -2.491 4.411  0.023
C -3.976 -3.547 3.827  0.001
C -3.759 -3.834 2.492  -0.008
C -2.872 -3.043 1.775  -0.104
N -2.242 -2.005 2.322  -0.044
C 0.675 3.320 3.810  -0.089
C 1.156 3.342 5.123  0.005
C 1.699 4.499 5.636  -0.029
C 1.755 5.656 4.854  -0.023
C 1.293 5.651 3.555  0.009
C 0.768 4.476 3.037  -0.163
H 0.349 5.240 1.143  0.175
H -0.464 3.307 0.165  0.142
H -1.805 -0.344 5.236  0.150
H -3.407 -2.254 5.461  0.134
H -4.672 -4.135 4.411  0.133
H -4.262 -4.660 2.007  0.126
H -2.657 -3.241 0.731  0.114
H 1.077 2.444 5.720  0.119
H 2.069 4.517 6.652  0.123
H 2.160 6.567 5.275  0.127
H 1.342 6.549 2.949  0.129
C -3.580 2.419 -0.750  -0.021
O -2.663 1.570 -1.466  -0.106
C -3.104 0.951 -2.553  -0.202
C -4.370 1.124 -3.102  0.024
C -4.751 0.397 -4.215  0.026
C -3.908 -0.565 -4.806  -0.025
C -2.661 -0.744 -4.295  0.036
C -2.216 0.032 -3.185  -0.156
N -0.946 -0.017 -2.743  0.194
N -0.080 -0.703 -3.293  0.154
C 0.603 -1.753 -3.089  -0.056
C 0.159 -2.574 -1.871  -0.299
O -0.727 -2.121 -1.168  -0.029
C 0.871 -3.808 -1.663  0.013
C 1.812 -4.219 -2.533  0.052
C 2.245 -3.457 -3.697  -0.157
C 3.204 -3.961 -4.565  0.014
C 3.644 -3.204 -5.641  -0.016
C 3.140 -1.927 -5.850  -0.024
C 2.160 -1.421 -5.010  0.006
C 1.702 -2.186 -3.944  -0.112
H -4.458 1.855 -0.440  0.112
H -3.879 3.273 -1.357  0.114
H -3.039 2.769 0.123  0.081
H -5.068 1.828 -2.673  0.123
H -5.730 0.579 -4.642  0.137
H -4.239 -1.132 -5.665  0.130
H -1.968 -1.443 -4.747  0.130
H 0.598 -4.403 -0.802  0.128
H 2.300 -5.171 -2.358  0.139
H 3.607 -4.952 -4.395  0.132
H 4.387 -3.608 -6.316  0.128
H 3.511 -1.327 -6.670  0.125
H 1.746 -0.435 -5.185  0.123
N 3.246 -1.151 2.203  0.164
C 1.927 -1.371 2.267  -0.125
N 1.271 -0.712 1.332  -0.052
C 2.237 -0.005 0.606  -0.248
C 2.101 0.862 -0.481  -0.044
C 3.255 1.426 -0.985  -0.061
C 4.515 1.135 -0.432  -0.050
C 4.657 0.285 0.644  0.019
C 3.489 -0.274 1.153  -0.170
H 3.933 -1.537 2.833  0.182
H 1.467 -2.014 3.002  0.149
H 1.126 1.077 -0.907  0.084
H 3.197 2.112 -1.820  0.114
H 5.395 1.587 -0.870  0.121
H 5.631 0.073 1.067  0.129

Atoms 1-2, force components in eV/Å:
-0.2 0.2 -0.3
0.0 0.1 0.0

Here is an isolated molecule of C3H4O3 at a distorted geometry from the OMol25 dataset. Energies are from ωB97M-V with the def2-TZVPD basis set.

Its structure (SMILES) is C[C@@]1(O)OC1=O. Its HOMO energy is -9.984 eV. Its LUMO energy is 0.698 eV. The value obtained for the relative energy (zero: lowest compared OMol25 entry of this formula, charge and spin) is 52.8 kcal/mol. Its HOMO-LUMO gap is 10.681 eV. As for the charge: 0.

Last column: Löwdin charge in e.
Element x y z (Å)
C -0.617 -1.113 -0.776  -0.412
C 0.076 -0.264 0.201  -0.489
C 0.294 1.199 -0.155  0.011
O -0.766 -1.794 -1.691  0.210
O -1.313 -0.616 0.259  0.151
O 0.920 -0.792 1.168  0.084
H 0.906 1.694 0.736  0.128
H -0.740 1.590 -0.414  0.108
H 0.958 1.245 -1.093  0.108
H 0.282 -1.150 1.764  0.099

Atoms 1-2, force components in eV/Å:
1.5 1.9 2.7
1.6 0.9 -1.9

Here is a structure of composition C4H9NO at a distorted geometry from the OMol25 dataset. Energies are from ωB97M-V with the def2-TZVPD basis set.

Its HOMO energy is -9.146 eV. Its LUMO energy is 0.739 eV. The value obtained for the relative energy (zero: lowest compared OMol25 entry of this formula, charge and spin) is 163.9 kcal/mol. Its HOMO-LUMO gap is 9.885 eV. As for the charge: 0.

Last column: Löwdin charge in e.
Element x y z (Å)
C -2.363 0.126 -0.214  -0.218
C 0.117 0.251 -0.125  -0.366
C 1.267 -0.491 0.500  -0.182
C 2.533 0.325 0.057  -0.225
H -3.172 -0.918 -0.843  0.171
H -2.083 1.169 -1.036  0.127
H -2.557 0.772 0.916  0.111
H -0.843 -1.589 0.427  0.187
H 0.424 0.619 -1.090  0.097
H -0.489 1.229 0.361  0.132
H 1.333 -0.591 1.704  0.164
H 1.008 -1.387 -0.024  0.084
H 2.547 1.457 0.410  0.157
N -1.030 -0.668 -0.362  -0.250
O 3.308 -0.304 -0.680  0.012

Atoms 1-2, force components in eV/Å:
1.2 -0.2 -2.3
-3.9 2.6 1.4

Here is an isolated molecule of C7H6N4O2 at a distorted geometry from the OMol25 dataset. Energies are from ωB97M-V with the def2-TZVPD basis set.

Its structure (SMILES) is O=C(Nn1cnnc1)c1ccoc1. Its HOMO energy is -9.591 eV. Its LUMO energy is 0.422 eV. The value obtained for the relative energy (zero: lowest compared OMol25 entry of this formula, charge and spin) is 22.6 kcal/mol. Its HOMO-LUMO gap is 10.012 eV. As for the charge: 0.

Last column: Löwdin charge in e.
Element x y z (Å)
C 0.577 1.503 -0.141  -0.436
C -1.380 -0.425 0.986  -0.150
C -2.622 0.020 -0.735  -0.117
C 1.345 0.268 -0.229  -0.191
C 2.594 0.156 0.465  0.015
C 2.930 -1.191 0.330  -0.027
C 1.116 -0.869 -0.884  -0.065
H -1.179 2.441 -0.059  0.152
H -0.677 -0.394 1.710  0.104
H -3.008 0.386 -1.651  0.113
H 3.082 0.828 1.181  0.130
H 3.773 -1.793 0.665  0.120
H 0.236 -1.142 -1.487  0.151
N -0.797 1.561 -0.321  0.134
N -1.560 0.477 -0.025  -0.082
N -2.322 -1.299 0.962  0.017
N -3.084 -1.064 -0.121  0.005
O 1.085 2.508 0.234  0.120
O 2.010 -1.860 -0.556  0.008

Atoms 1-2, force components in eV/Å:
-0.8 -0.5 0.2
-2.1 0.7 -1.2

Here is a structure of composition C31H52BrN5P2Pt at a distorted geometry from the OMol25 dataset. Energies are from ωB97M-V with the def2-TZVPD basis set.

Its HOMO energy (alpha / beta) is -12.818 / -12.818 eV. Its LUMO energy (alpha / beta) is -6.311 / -8.710 eV. The value obtained for the relative energy (zero: lowest compared OMol25 entry of this formula, charge and spin) is 94.4 kcal/mol. Its spin multiplicity is 3. Its HOMO-LUMO gap (alpha / beta) is 6.508 / 4.108 eV. As for the charge: +2.

Last column: Löwdin charge in e.
Element x y z (Å)
N -5.558 2.785 -4.239  0.079
C -5.425 3.306 -3.018  -0.102
C -4.368 2.957 -2.170  0.001
C -3.424 2.019 -2.635  -0.240
C -3.551 1.511 -3.930  -0.031
C -4.664 1.925 -4.693  -0.112
C -2.236 1.664 -1.793  -0.251
Pt -1.303 -0.070 -2.162  0.907
P 3.328 -0.437 -0.379  0.766
C -0.911 1.853 -2.438  -0.287
C 0.274 2.297 -1.660  -0.227
C 1.504 2.374 -2.336  -0.022
C 2.679 2.403 -1.596  -0.078
C 2.642 2.320 -0.201  -0.217
C 1.444 2.670 0.433  -0.136
C 0.239 2.568 -0.288  -0.008
Br 2.183 0.173 1.441  0.802
H -2.354 1.884 -0.721  0.107
H -0.919 2.210 -3.478  0.130
H -4.244 3.417 -1.187  0.120
H -2.833 0.795 -4.333  0.093
H -6.175 4.024 -2.678  0.122
H -4.791 1.521 -5.702  0.120
H 1.495 2.288 -3.432  0.139
H -0.725 2.625 0.214  0.111
H 3.636 2.477 -2.122  0.122
H 1.400 3.009 1.470  0.110
P -1.577 -2.171 -1.686  0.688
C 4.503 0.920 -0.023  -0.392
C 5.568 1.154 -1.058  -0.111
H 4.969 0.771 0.957  0.091
H 3.715 2.026 0.266  0.059
H 6.009 2.150 -0.909  0.106
H 6.404 0.445 -0.940  0.105
H 5.211 1.107 -2.096  0.052
C 2.831 -0.880 -2.036  -0.328
C 4.020 -1.233 -2.949  -0.082
H 2.225 -0.060 -2.447  0.068
H 2.161 -1.750 -1.920  0.078
H 3.656 -1.729 -3.856  0.099
H 4.578 -0.347 -3.268  0.073
H 4.731 -1.920 -2.472  0.077
C 4.188 -1.927 0.245  -0.364
C 4.755 -1.863 1.666  -0.143
H 4.987 -2.168 -0.481  0.092
H 3.441 -2.732 0.171  0.100
H 4.130 -2.448 2.346  0.085
H 5.760 -2.308 1.688  0.095
H 4.831 -0.852 2.069  0.039
C -1.197 -2.332 0.093  -0.409
C -1.254 -3.776 0.583  -0.126
H -1.919 -1.691 0.626  0.073
H -0.205 -1.878 0.241  0.048
H -2.223 -4.247 0.376  0.077
H -0.470 -4.387 0.123  0.068
H -1.101 -3.797 1.668  0.082
C -0.391 -3.141 -2.652  -0.403
C -1.006 -3.700 -3.929  -0.137
H -0.008 -3.937 -1.998  0.085
H 0.443 -2.459 -2.878  0.041
H -1.612 -4.593 -3.733  0.090
H -1.633 -2.958 -4.439  0.070
H -0.209 -3.989 -4.623  0.085
C -3.259 -2.827 -1.956  -0.388
C -4.351 -2.059 -1.220  -0.133
H -3.249 -3.887 -1.661  0.095
H -3.428 -2.800 -3.042  0.084
H -5.333 -2.422 -1.554  0.090
H -4.299 -2.207 -0.134  0.077
H -4.303 -0.983 -1.428  0.057
C -1.395 1.994 3.354  -0.185
N -0.259 1.059 3.228  -0.145
C -0.753 -0.288 3.599  -0.196
N -1.273 -0.327 4.985  -0.088
C -2.376 0.665 5.100  -0.156
N -1.943 2.039 4.735  -0.082
C -0.832 2.422 5.651  -0.153
N 0.306 1.470 5.591  -0.083
C 0.797 1.458 4.193  -0.220
C -0.193 0.104 5.906  -0.153
H -2.191 1.655 2.675  0.119
H -1.053 3.000 3.071  0.121
H 0.071 -1.010 3.504  0.105
H -1.567 -0.552 2.905  0.112
H -2.719 0.674 6.145  0.131
H -3.191 0.364 4.428  0.124
H -0.466 3.416 5.356  0.127
H -1.222 2.445 6.678  0.132
H 1.635 0.753 4.113  0.081
H 1.142 2.473 3.937  0.119
H -0.596 0.103 6.929  0.132
H 0.644 -0.604 5.825  0.126

Atoms 1-2, force components in eV/Å:
-0.4 0.3 -0.1
0.7 -0.3 0.4